1.
37
Properties=species:S:1:pos:R:3:forces:R:3:lowdin_charge:R:1 method="wB97M-V/def2-TZVPD" lumo_ev="4.04 / 2.86" total_charge=-2 orbital_gap_ev="5.74 / 4.49" multiplicity=6 e_above_lowest_kj_mol=91.8
Fe 1.691037 -1.544476 -1.417652 -2.329 0.133 3.544 -0.388
F -1.314461 -5.581095 3.119915 0.100 -0.027 -0.078 0.071
C -0.365117 -5.302534 2.167637 0.045 -0.003 0.083 -0.591
F -0.948823 -5.552734 0.998588 -0.074 0.018 -0.014 0.112
F 0.586765 -6.258967 2.342535 -0.019 0.013 -0.043 0.103
C 0.180021 -3.916462 2.341861 0.006 0.123 -0.159 -0.140
C 0.100120 -3.379730 3.618285 -0.039 -0.069 -0.123 -0.053
C 0.590767 -2.114865 3.879718 0.081 0.153 0.047 -0.098
C 1.153635 -1.430832 2.807605 -0.022 -0.111 -0.113 -0.157
N 1.262025 -1.930559 1.592030 0.049 0.102 -0.108 0.031
C 0.805410 -3.167846 1.291961 0.093 -0.164 0.103 -0.674
S 1.058118 -3.732926 -0.326011 -0.133 0.084 0.394 0.579
H -0.359672 -3.958503 4.408698 -0.007 -0.004 -0.004 0.107
H 0.538191 -1.675573 4.869140 -0.006 -0.014 -0.072 0.081
H 1.546332 -0.421629 2.932557 -0.037 -0.085 0.009 0.105
Se 4.277084 -2.799047 -4.706990 0.330 -0.254 -0.339 0.009
Sb 3.039660 -1.112531 -3.393329 -0.181 0.638 -0.131 -0.153
Se 0.518170 -1.911610 -3.362783 0.546 -0.143 -1.875 0.094
Se 3.910906 -1.294411 -0.873190 1.351 0.075 -1.020 0.058
Se 3.426955 0.993410 -4.494120 0.194 -0.217 -0.148 -0.197
O -0.378998 -0.501523 -0.529050 -0.130 -0.115 0.005 -0.053
C 0.118734 0.556140 -0.940469 0.220 0.148 -0.106 -0.664
O 1.302558 0.655536 -1.380571 -0.125 -0.235 0.094 -0.170
C -0.712445 1.823426 -0.942955 0.131 0.005 0.041 -0.110
C -2.068423 1.770503 -0.662163 -0.147 0.138 0.010 -0.017
C -2.857874 2.930169 -0.653205 -0.056 -0.208 0.042 -0.001
C -2.219146 4.110804 -0.933786 -0.221 0.085 0.028 -0.230
O -2.756706 5.386394 -0.966613 0.046 0.085 0.025 0.004
C -1.698567 6.234736 -1.410239 0.022 -0.283 0.011 -0.167
O -0.496264 5.481416 -1.425682 -0.079 0.040 0.035 0.016
C -0.874135 4.162344 -1.211461 0.246 0.104 -0.064 -0.200
C -0.085737 3.043116 -1.229778 0.114 0.000 -0.116 0.083
H -2.503082 0.799900 -0.460417 0.027 0.024 0.036 0.114
H -3.919433 2.901544 -0.430870 0.101 -0.004 -0.042 0.108
H -1.596463 7.075527 -0.725864 0.023 0.052 0.132 0.124
H -1.921091 6.601087 -2.416425 -0.030 -0.055 -0.140 0.127
H 0.969966 3.061794 -1.476909 -0.093 -0.030 0.055 0.135

2.
37
Properties=species:S:1:pos:R:3:forces:R:3:lowdin_charge:R:1 method="wB97M-V/def2-TZVPD" lumo_ev="-15.98 / -17.49" total_charge=+4 orbital_gap_ev="6.64 / 5.45" multiplicity=6
I -3.407808 -0.592469 -0.086172 -0.081 -0.482 -0.550 0.573
I -1.755234 -1.468246 -3.466881 -0.194 0.148 0.389 0.762
Fe 0.635461 0.248127 -1.338734 -0.171 0.313 0.053 -0.112
Bi -0.670026 -0.930709 0.624582 -0.090 -0.305 1.447 1.234
S -0.815387 1.667900 -2.105907 0.072 -0.115 0.071 0.821
C -0.993097 1.253752 3.238892 -1.715 3.469 2.232 -0.042
C -0.224729 -0.979179 3.544068 0.817 -2.710 3.006 -0.120
C -0.864920 3.266920 -1.112289 0.507 1.076 -0.069 -0.797
C -0.632093 4.375668 -2.174746 0.114 -0.759 -0.817 -0.046
C 0.158484 3.378312 0.003468 0.340 -0.310 -0.040 -0.060
C -2.289660 3.278468 -0.600167 -0.458 -0.276 -0.272 -0.097
C 2.175003 -0.528968 -0.506550 5.669 -3.566 -0.749 -0.104
C 1.970960 1.432225 -1.550210 4.830 5.480 -4.142 -0.121
O -0.086772 -1.363855 4.614963 -0.477 1.510 -3.159 0.179
O -1.390235 1.982785 4.030249 1.304 -2.357 -2.367 0.159
O 3.267318 -0.955024 -0.462899 -5.395 2.244 0.443 0.250
O 2.755304 2.129692 -2.079193 -3.871 -3.723 3.208 0.281
H -0.740457 5.359702 -1.709656 -0.038 -0.162 0.136 0.128
H -1.363639 4.285300 -2.989650 0.129 0.199 0.201 0.105
H 0.374689 4.303952 -2.622357 -0.339 0.135 0.256 0.104
H 0.170247 4.414679 0.376209 -0.035 -0.318 -0.134 0.138
H 1.178054 3.137121 -0.326579 -0.282 0.448 0.147 0.063
H -0.088450 2.727359 0.840748 -0.058 -0.082 0.172 0.062
H -2.558744 4.285624 -0.275481 0.048 0.028 -0.068 0.134
H -2.414595 2.601295 0.236079 -0.017 -0.107 0.306 0.051
H -2.971807 2.960744 -1.391662 -0.255 0.326 0.067 0.089
F -1.234268 -3.649560 2.285686 2.626 -0.485 -2.021 0.110
C -0.164663 -3.959272 1.450323 -3.224 2.991 0.909 -0.147
C 0.191704 -3.089744 0.420367 -0.851 0.078 -0.448 -0.213
C 1.116360 -3.596638 -0.504395 -0.633 1.963 -1.042 -0.158
F 1.338968 -3.032843 -1.716671 -0.447 -0.500 2.053 0.119
C 1.910177 -4.710651 -0.197109 2.928 -2.606 -0.884 -0.011
F 2.923069 -5.055155 -1.023382 -2.391 0.790 1.837 0.237
C 1.619675 -5.465950 0.943499 1.444 -2.944 0.225 -0.015
F 2.306102 -6.611790 1.232599 -1.497 2.802 -0.747 0.208
C 0.494030 -5.139079 1.700913 0.678 -4.354 2.832 -0.014
F 0.080983 -5.960491 2.698046 1.013 2.161 -2.486 0.249

3.
30
Properties=species:S:1:pos:R:3:forces:R:3:lowdin_charge:R:1 method="wB97M-V/def2-TZVPD" lumo_ev=-0.53 orbital_gap_ev=8.62
C 3.275715 -1.840605 -2.050008 2.754 -2.305 -1.988 -0.048
O 2.739325 -1.786197 -0.714994 2.096 2.311 -2.269 0.001
C 1.689932 -2.489251 -0.574789 -2.776 -5.329 2.870 -0.457
O 1.626868 -3.739675 -0.717822 -0.077 3.836 -0.507 0.096
C 0.555433 -1.793594 0.157884 -0.962 1.404 -1.648 -0.064
N 0.666478 -0.645083 0.796474 -1.324 -1.672 0.913 0.216
N -0.645318 -0.364990 1.247489 -1.512 0.127 -0.352 0.041
C -0.962085 0.693114 2.166729 -0.332 0.974 -1.243 -0.351
O -2.075482 1.086409 2.469365 0.607 -1.761 -0.774 0.128
C 0.192521 1.457669 2.649331 2.066 1.769 -0.301 -0.303
C 0.897463 2.574672 1.958176 0.501 -1.268 1.409 -0.110
C 1.945567 3.090580 2.711433 -1.438 -0.906 -0.199 -0.378
S 2.023119 2.341442 4.340952 -1.570 -0.752 -2.007 0.919
C 0.658142 1.234517 3.884018 0.229 -0.064 1.319 -0.326
C -1.599351 -1.233915 0.598718 -2.091 2.068 0.321 -0.116
C -3.019319 -1.268369 0.398961 0.326 -2.431 -0.504 0.056
C -3.566967 -2.349023 -0.430629 -0.495 2.104 0.973 -0.100
C -2.766666 -3.237222 -1.116853 0.630 0.634 0.626 -0.638
Br -3.517045 -4.550000 -2.361442 0.635 0.941 1.051 0.687
C -1.396551 -3.106384 -0.879520 -1.043 -3.688 -3.326 -0.061
C -0.878371 -2.101266 -0.134379 3.635 -1.430 0.704 -0.140
H 3.709459 -2.897620 -2.303650 -1.511 1.323 0.670 0.117
H 4.283837 -1.356384 -2.071140 -1.406 0.652 0.236 0.097
H 2.596330 -1.570420 -2.941926 0.759 0.029 1.965 0.127
H 0.601801 2.810381 0.944888 0.382 0.374 0.030 0.104
H 2.663973 3.853593 2.368312 -0.534 -0.521 0.526 0.071
H 0.106688 0.469462 4.506002 1.390 1.139 -0.140 0.114
H -3.724103 -0.680954 0.942067 -0.107 0.548 0.198 0.091
H -4.654760 -2.441241 -0.582611 0.570 0.416 0.373 0.104
H -0.891500 -3.934225 -1.456713 0.597 1.478 1.074 0.125

4.
33
Properties=species:S:1:pos:R:3:forces:R:3:lowdin_charge:R:1 method="wB97M-V/def2-TZVPD" lumo_ev="-10.05 / -10.05" total_charge=+2 orbital_gap_ev="6.12 / 6.12" e_above_lowest_kj_mol=27.4
Tc -0.803457 -0.372644 1.262544 -0.222 -0.410 -0.439 1.106
O -1.358697 -1.929702 -0.000368 0.159 0.065 0.037 -0.131
C -0.603817 -2.731877 -0.594031 0.135 0.031 0.067 -0.067
C 0.823202 -2.622802 -0.660275 0.007 0.080 -0.016 -0.100
C 1.540557 -3.631374 -1.319208 0.089 0.034 0.020 0.098
C 2.900820 -3.493058 -1.444670 -0.030 -0.072 0.114 -0.084
C 3.584875 -2.374852 -0.979653 -0.035 0.008 0.009 0.082
C 2.890073 -1.345119 -0.366807 -0.079 -0.150 -0.036 0.056
C 1.517613 -1.472783 -0.195583 -0.158 -0.217 0.055 -0.257
O 0.832204 -0.442586 0.330803 0.301 0.396 -0.063 -0.262
N 3.665535 -4.573848 -2.119866 -0.056 0.197 -0.402 -0.342
O 4.850742 -4.388644 -2.256572 -0.028 -0.081 0.153 0.132
O 3.020279 -5.512695 -2.524241 0.049 -0.044 0.152 0.125
H -1.086746 -3.565052 -1.112472 0.015 0.029 -0.008 0.169
H 1.050263 -4.510028 -1.719633 0.004 -0.007 0.003 0.149
H 4.656279 -2.322299 -1.119604 0.010 -0.009 -0.013 0.145
H 3.397300 -0.453011 -0.028114 -0.022 0.015 0.010 0.140
Cl -0.571772 2.469348 3.984419 -0.006 -0.001 -0.029 0.453
Si 0.221474 0.941646 3.017073 -0.113 -0.168 0.020 -0.167
Cl -2.312167 -0.971487 2.750149 -0.122 0.013 0.391 0.203
Cl 1.977329 0.382998 3.734728 0.043 0.044 -0.027 0.429
C -1.367502 1.194189 0.837697 0.008 0.326 -0.096 -0.223
C -1.942653 2.404884 0.472404 0.047 -0.093 0.067 -0.294
C -3.119907 2.830604 1.130417 -0.030 0.060 0.029 -0.001
C -3.687647 4.028675 0.760472 0.006 -0.067 0.020 -0.017
C -3.098974 4.789482 -0.249233 -0.018 0.039 -0.006 0.014
C -1.941119 4.371093 -0.904727 0.031 -0.061 -0.010 -0.019
C -1.354547 3.175706 -0.557358 0.006 0.045 -0.006 0.011
H -3.562172 2.215915 1.903876 0.003 0.006 0.001 0.128
H -4.588804 4.376428 1.245746 -0.001 -0.010 0.000 0.130
H -3.555284 5.728539 -0.535216 0.002 0.001 0.005 0.134
H -1.511575 4.981686 -1.686404 0.006 -0.011 -0.003 0.130
H -0.461689 2.822653 -1.056302 0.001 0.013 0.000 0.132

5.
32
Properties=species:S:1:pos:R:3:forces:R:3:lowdin_charge:R:1 method="wB97M-V/def2-TZVPD" lumo_ev="-10.19 / -10.18" total_charge=+2 orbital_gap_ev="3.88 / 3.91" e_above_lowest_kj_mol=17.0
Rh 0.275653 -0.657424 0.030817 0.399 -0.403 0.240 0.934
O -2.564212 -0.677110 -3.109790 -0.069 0.095 -0.037 0.200
C -1.665737 -0.793018 -2.165977 0.123 -0.124 0.087 -0.426
O -1.314342 0.099200 -1.412641 -0.054 0.064 -0.035 0.026
C -1.063001 -2.156845 -2.060030 0.037 0.009 0.043 -0.127
C -1.358781 -3.261899 -2.839703 0.002 0.020 0.010 0.070
C -0.683437 -4.445708 -2.580327 0.028 -0.038 0.015 0.024
C 0.261265 -4.495122 -1.558634 -0.041 0.059 -0.022 0.056
C 0.502747 -3.350683 -0.822714 0.017 0.074 0.048 -0.126
N -0.157533 -2.209544 -1.082691 -0.023 0.105 0.033 0.010
C 1.465211 -3.164626 0.314894 -0.158 0.215 -0.085 -0.396
O 2.220752 -4.131529 0.751440 0.069 -0.126 0.025 0.226
O 1.539489 -2.060716 0.849468 0.060 -0.285 -0.050 0.008
H -2.922078 0.227474 -3.133964 0.017 -0.048 -0.001 0.168
H -2.097588 -3.189345 -3.625079 -0.001 -0.007 -0.004 0.143
H -0.888257 -5.329188 -3.168716 -0.002 0.001 -0.002 0.136
H 0.787653 -5.418747 -1.357057 -0.007 -0.014 -0.013 0.134
H 2.108513 -4.971114 0.283389 -0.001 0.037 0.014 0.142
Cl 0.834072 6.384819 3.547630 -0.061 -0.191 -0.146 0.967
C 0.451065 5.078115 2.587147 0.031 0.176 0.106 -0.558
C -0.533723 5.235647 1.566766 -0.099 0.046 -0.090 -0.030
C -0.849366 4.183339 0.785351 -0.071 0.231 0.017 0.120
C -0.190989 2.879124 0.973879 -0.002 -0.309 -0.133 -0.272
O -0.464209 1.922183 0.278832 -0.175 0.474 0.015 0.123
C 0.822901 2.767178 2.044971 0.138 0.262 0.261 -0.030
C 1.515780 1.490723 2.282878 0.188 -0.383 0.047 -0.106
O 1.326472 0.469924 1.653969 -0.360 0.263 -0.275 -0.007
C 1.121574 3.842718 2.817126 0.025 -0.225 -0.066 0.005
H -1.004530 6.201975 1.446004 -0.001 0.001 -0.001 0.136
H -1.589200 4.251506 -0.001960 -0.001 -0.014 -0.007 0.152
H 2.254289 1.489824 3.096506 -0.012 0.039 0.002 0.157
H 1.859550 3.788870 3.608214 0.005 -0.003 0.005 0.140